Computed, not measured: C2HFeO2 as an isolated structure, with wB97M-V/def2-TZVPD.

Summary:
* net charge: +2
* HOMO-LUMO gap (alpha / beta): 9.60 / 9.31 eV
* E_HOMO (alpha / beta): -20.98 / -23.31 eV
* 2S+1: 6

Last column: Mulliken spin population.
Geometry (Å):
O (3.671877, 0.222604, 0.232310)  0.01
C (2.559994, 0.236870, 0.121929)  -0.04
O (-1.485211, 0.528378, 0.135060)  0.23
C (-2.413356, -0.105360, -0.459254)  0.70
Fe (0.300334, 0.178767, -0.135669)  3.98
H (-2.633636, -1.061258, 0.105626)  0.13

Cartesian forces (eV/Å) of the 2 atoms listed first:
O -1.374 0.052 -0.104
C 0.647 -0.060 -0.068


Computed, not measured: a 2-piece molecular cluster, C2H11N4 overall, with wB97M-V/def2-TZVPD.

Summary:
* net charge: +1
* HOMO-LUMO gap: 11.59 eV
* E_HOMO: -14.49 eV

Last column: natural (NBO) charge in e.
Geometry (Å):
C (2.211479, 1.824778, 0.096758)  -0.45
N (0.884575, 1.675919, 0.862400)  -0.90
H (2.987954, 1.148112, 0.526383)  0.21
H (2.674042, 2.819916, 0.217292)  0.22
H (2.050227, 1.537664, -0.945448)  0.20
H (1.152705, 1.616501, 1.857516)  0.39
H (0.434542, 2.597097, 0.792063)  0.39
N (-1.415800, -2.134842, -0.778105)  -0.77
C (-0.851215, -0.971232, -0.280149)  0.68
N (-1.611911, 0.135174, -0.201335)  -0.78
N (0.418075, -0.957075, 0.153009)  -0.78
H (-2.455279, -2.139526, -0.899363)  0.42
H (-0.989202, -3.009623, -0.576746)  0.42
H (-2.608161, 0.106867, -0.386177)  0.42
H (-1.108209, 1.035092, -0.193109)  0.44
H (0.834238, -0.032867, 0.401139)  0.46
H (0.940987, -1.834732, 0.055023)  0.42

Cartesian forces (eV/Å) of the 2 atoms listed first:
C 0.191 -0.323 0.995
N 1.797 1.078 0.065


Computed, not measured: C8H20AlBeBrCaCl2F3KNO5STa as an isolated structure, with wB97M-V/def2-TZVPD.

Summary:
* net charge: 0
* HOMO-LUMO gap: 2.10 eV
* E_HOMO: -8.07 eV

Last column: natural (NBO) charge in e.
Geometry (Å):
C (-3.234785, 3.660423, -0.518474)  -0.64
C (-2.333763, 2.760287, -1.546920)  -0.45
C (-2.794572, 1.221910, -1.503742)  -0.74
Cl (-2.678627, 0.477308, -3.143862)  0.12
Ta (-1.586350, 0.106579, 0.119310)  2.08
C (-2.868788, -1.807351, 0.013548)  -1.06
C (-4.114475, -1.697892, -0.925546)  0.14
N (-5.179518, -0.996254, -0.701381)  -0.62
C (-0.058852, -0.751029, -1.407298)  -0.79
C (1.352716, -0.628551, -0.740128)  -0.45
C (2.088088, -1.990101, -0.448978)  -0.39
Br (0.905000, -3.478808, 0.091976)  0.03
H (-4.271484, 3.228005, -0.447247)  0.25
H (-3.366008, 4.756202, -0.861466)  0.14
H (-2.800919, 3.665015, 0.514340)  0.25
H (-1.220337, 2.881060, -1.311155)  0.24
H (-2.554237, 3.158499, -2.605847)  0.14
H (-3.882800, 1.261557, -1.192272)  0.25
H (-2.722413, 0.833309, 1.375430)  -0.29
H (-0.454570, 1.591923, 0.284054)  -0.39
H (-0.585455, -0.669989, 1.474792)  -0.43
H (-2.191004, -2.640870, -0.346173)  0.26
H (-3.168864, -2.048851, 1.083176)  0.28
H (-4.079862, -2.259767, -1.904202)  0.19
H (-5.028324, -0.542253, 0.216426)  0.31
H (-0.307179, -1.761677, -1.824725)  0.27
H (-0.073002, -0.033004, -2.293096)  0.32
H (1.236063, 0.004693, 0.197219)  0.20
H (2.022334, -0.007819, -1.473064)  0.32
H (2.789170, -1.785874, 0.441883)  0.10
H (2.780951, -2.238774, -1.302623)  0.27
Al (0.802411, -6.023863, -0.714468)  0.87
F (-1.329683, -0.356290, -5.202436)  -0.65
F (2.785562, -3.079129, 2.152551)  -0.92
Ca (2.968753, -0.775427, 2.188162)  1.85
O (3.531148, -0.809634, 6.131931)  -0.85
H (3.858766, -1.580367, 6.610216)  0.42
O (8.134371, 1.742212, 1.886794)  -0.71
S (6.823236, 2.359988, 1.648220)  2.50
O (5.769432, 1.335563, 1.680497)  -0.91
O (6.833990, 3.010289, 0.332177)  -0.69
O (6.567503, 3.356122, 2.698038)  -0.72
Be (0.403778, -2.790365, 3.753843)  0.28
F (0.624541, -7.401399, 1.668997)  -0.89
Cl (2.869515, 1.698623, -1.522828)  -0.47
K (-2.261457, 5.045772, -2.625646)  0.98

Cartesian forces (eV/Å) of the 2 atoms listed first:
C 0.112 -0.320 -0.263
C -1.013 -0.123 0.058


Computed total energy (eV) in order:
-40547.0357 -8207.5138 -177709.1958
Computed maximum force (eV/Å) in order:
4.77 2.61 3.41